ORCA calculation (ωB97M-V with the def2-TZVPD basis set) on an isolated molecule of C9H6Cl4 at a distorted geometry.

HOMO energy (spin up / spin down)	-7.95 / -7.44	eV
Kohn-Sham gap (spin up / spin down)	0.2520 / 0.2694	Eh
spin multiplicity	1
total charge	0
largest force on an atom	4.04	eV/Å
energy above the lowest of the compared OMol25 structures with the same formula, charge and spin	0.0	kJ/mol
lowest unoccupied orbital energy (spin up / spin down)	-1.09 / -0.10	eV

Each line ends with the Löwdin charge.
Element x y z (Å)
Cl -0.8125 1.0650 2.8370  0.662
Cl 2.9437 -2.3716 0.4015  0.699
Cl 0.3010 -3.2280 1.2087  0.670
Cl -3.3376 1.5290 1.2857  0.618
C -1.6704 -0.6470 0.8423  -0.255
C 1.2904 -2.0065 0.4665  -1.057
C 0.8677 -0.8410 -0.1114  -0.278
C -1.9831 0.5183 1.7145  -1.095
C -0.4573 -0.2552 -0.0170  -0.150
C 1.6389 1.1425 -1.4401  -0.078
C -0.6538 0.8671 -0.8220  -0.098
C 1.8741 -0.0111 -0.7663  -0.093
C 0.2699 1.4685 -1.5973  -0.088
H 2.5049 1.6515 -1.9136  0.119
H -1.6755 1.3375 -0.9887  0.122
H -2.4771 -0.8568 0.2760  0.076
H -1.5010 -1.4470 1.4518  0.029
H 2.9986 -0.2302 -0.6789  0.092
H -0.1209 2.3152 -2.1485  0.105

=====

ORCA calculation (ωB97M-V with the def2-TZVPD basis set) on a structure of composition C9H6F10I2NO2PtSTe.

HOMO energy (spin up / spin down)	-5.76 / -5.76	eV
Kohn-Sham gap (spin up / spin down)	0.2350 / 0.2348	Eh
spin multiplicity	1
total charge	-1
largest force on an atom	0.81	eV/Å
energy above the lowest of the compared OMol25 structures with the same formula, charge and spin	52.6	kJ/mol
lowest unoccupied orbital energy (spin up / spin down)	0.63 / 0.63	eV

Each line ends with the Löwdin charge.
Element x y z (Å)
Pt 0.7685 0.3632 -0.1465  0.992
I 3.1228 3.1613 -3.2169  -0.179
I 0.4320 1.8406 -2.5643  0.521
Te -1.8033 0.1774 -1.9871  1.562
S 0.6734 -0.5640 1.9611  0.760
F -0.7539 1.6876 0.2981  -0.637
F -1.0026 -0.7978 -3.4519  -0.522
F -1.4347 1.2799 3.0351  0.101
F -0.8545 -3.0012 1.1239  0.098
F -2.9679 -1.2813 -2.0199  -0.392
F -2.8799 0.9810 -3.3620  -0.481
F -3.5245 -3.3077 1.0307  0.118
F -5.1437 -1.3174 1.9026  0.130
F -3.1162 0.8369 -0.7916  -0.425
F -4.0971 0.9668 2.9066  0.119
O -0.7085 -0.7942 -0.7646  -0.758
O 2.3635 1.5418 0.4594  -0.145
N 4.4906 2.0327 -0.0125  0.183
C -2.9927 -2.1765 1.5052  -0.144
C -1.6247 -2.0070 1.5587  -0.263
C 3.4746 0.0259 -1.0107  -0.213
C -3.2843 0.0069 2.4559  -0.144
C 3.4173 1.2507 -0.1517  -0.564
C -1.0540 -0.8317 2.0419  -0.506
C 2.2979 -0.8831 -0.6531  -0.326
C -3.8219 -1.1595 1.9442  -0.132
C -1.9125 0.1627 2.5060  -0.255
H 2.5521 -1.5335 0.1832  0.037
H 4.3253 2.9530 0.3661  0.123
H 3.4101 0.3839 -2.0434  0.050
H 1.9893 -1.5028 -1.4938  0.068
H 5.2097 1.9614 -0.7132  0.101
H 4.4498 -0.4560 -0.8956  0.121

=====

ORCA calculation (ωB97M-V with the def2-TZVPD basis set) on a structure of composition C9H6I2N2S at a distorted geometry.

HOMO energy	-8.90	eV
Kohn-Sham gap	0.2996	Eh
spin multiplicity	1
total charge	0
largest force on an atom	1.74	eV/Å
energy above the lowest of the compared OMol25 structures with the same formula, charge and spin	0.0	kJ/mol
lowest unoccupied orbital energy	-0.75	eV

Each line ends with the Löwdin charge.
Element x y z (Å)
I -0.9917 -2.9624 1.2580  0.887
I -1.1403 0.3320 -2.6477  0.894
S 1.6590 3.6253 2.6338  0.984
N 2.5576 3.0424 1.3822  -0.215
N 0.4336 2.5697 2.6774  -0.246
C 0.6227 1.6839 1.6846  -0.331
C 1.8620 1.9795 0.9804  -0.376
C 1.4409 0.0481 -0.4215  -0.090
C 2.2487 1.0953 -0.0975  -0.013
C -1.3943 -1.3091 -1.2840  -0.755
C -2.3779 -2.3752 -1.7735  -0.193
C -0.7453 -1.3454 -0.1151  -0.718
C -0.2204 0.5854 1.3126  0.006
C 0.1805 -0.2068 0.2703  -0.352
H -1.1566 0.4179 1.8538  0.127
H -2.3327 -3.3116 -1.2062  0.014
H -3.3843 -1.9130 -1.7655  0.083
H 3.1660 1.2479 -0.6768  0.119
H 1.7150 -0.6457 -1.2254  0.112
H -2.1427 -2.5582 -2.8398  0.062

=====

ORCA calculation (ωB97M-V with the def2-TZVPD basis set) on a cluster of 2 separate species, C9H6N2 in total at a distorted geometry.

HOMO energy (spin up / spin down)	-9.14 / -8.46	eV
Kohn-Sham gap (spin up / spin down)	0.2758 / 0.2285	Eh
spin multiplicity	1
total charge	0
largest force on an atom	3.41	eV/Å
energy above the lowest of the compared OMol25 structures with the same formula, charge and spin	690.0	kJ/mol
lowest unoccupied orbital energy (spin up / spin down)	-1.64 / -2.24	eV

Each line ends with the Löwdin charge.
Element x y z (Å)
N -2.6787 -2.4753 1.2477  0.180
N -3.0847 1.5139 -1.3926  0.177
C 0.4173 -1.0729 0.1746  -0.074
C -2.5517 -1.4156 0.7713  -0.308
C 2.2137 0.5865 -0.4601  -0.160
C -2.4499 -0.1389 0.3639  -0.036
C 1.5988 -0.7725 -0.4256  -0.093
C 0.1467 1.2522 0.4500  0.019
C -2.7776 0.6689 -0.6547  -0.265
C -0.3479 0.0137 0.9256  -0.093
C 1.0581 1.6812 -0.4073  -0.025
H 2.9561 0.6635 0.4124  0.153
H 1.2210 2.6650 -0.8205  0.101
H 0.2655 -2.1807 0.2541  0.121
H 2.6812 0.7857 -1.3539  0.070
H 2.1614 -1.5369 -0.9803  0.116
H -0.8293 -0.2379 1.8954  0.118

=====

ORCA calculation (ωB97M-V with the def2-TZVPD basis set) on an isolated molecule of C9H6N2O2 at a distorted geometry.

HOMO energy	-9.38	eV
Kohn-Sham gap	0.3114	Eh
spin multiplicity	1
total charge	0
largest force on an atom	7.19	eV/Å
energy above the lowest of the compared OMol25 structures with the same formula, charge and spin	378.4	kJ/mol
SMILES string	O=C(O)c1cnc2ccccc2n1
lowest unoccupied orbital energy	-0.91	eV

Each line ends with the Löwdin charge.
Element x y z (Å)
O -3.7289 1.3885 -0.4134  0.038
O -3.9619 -0.7818 -0.1737  0.022
N -0.2358 -1.8383 -0.0561  0.136
N -0.9242 0.8040 0.0552  0.164
C -3.1593 0.1844 -0.0045  -0.383
C 0.6288 -0.9022 -0.2428  -0.218
C 2.9103 -0.2144 -0.2763  -0.134
C 2.1090 -1.2499 -0.3645  0.039
C -1.5496 -1.5923 0.3259  -0.008
C -1.7247 -0.2574 0.2264  -0.236
C 0.3724 0.4731 -0.0509  -0.221
C 1.2498 1.5937 0.2937  0.054
C 2.5505 1.0831 -0.0227  -0.079
H 3.3197 1.8467 -0.0115  0.101
H -2.2470 -2.4665 0.9104  0.213
H -2.8207 2.0018 -0.4825  0.183
H 0.8903 2.5824 0.7314  0.139
H 2.3978 -2.2362 -0.2813  0.091
H 3.9235 -0.4187 -0.1629  0.097

=====

ORCA calculation (ωB97M-V with the def2-TZVPD basis set) on a structure of composition C9H6N2O4Sc at a distorted geometry.

HOMO energy	-19.98	eV
Kohn-Sham gap	0.1863	Eh
spin multiplicity	1
total charge	+3
largest force on an atom	8.31	eV/Å
energy above the lowest of the compared OMol25 structures with the same formula, charge and spin	0.0	kJ/mol
lowest unoccupied orbital energy	-14.91	eV

Each line ends with the Löwdin charge.
Element x y z (Å)
Sc 0.0044 0.5209 -0.0136  0.984
O -0.0011 -1.5304 -2.7558  0.282
O -2.7359 -1.3787 0.7348  0.274
O 2.7040 -1.4281 0.7575  0.274
O 0.0297 3.6956 -1.9697  0.227
N -0.0007 0.9683 2.0358  -0.062
N -0.0232 -1.1545 3.0506  0.191
C -0.0003 -0.9102 -1.7727  0.043
C -0.0118 0.1966 3.1586  -0.320
C -1.7396 -0.8413 0.4384  0.073
C 1.7203 -0.8726 0.4533  0.072
C -0.0108 0.8401 4.4031  0.070
C 0.0011 2.2208 4.4496  0.058
C 0.0125 2.9803 3.2808  0.019
C 0.0119 2.3399 2.0593  -0.098
C 0.0186 2.6764 -1.4246  0.101
H 0.0211 2.9009 1.1091  0.096
H -0.0311 -1.7021 3.9098  0.158
H 0.0016 2.7124 5.4208  0.159
H -0.0245 -1.7011 2.1770  0.094
H 0.0221 4.0755 3.3150  0.155
H -0.0197 0.2035 5.2762  0.150